Entry 1:
# C16H53N3O9

A cluster of 9 separate species, C16H53N3O9 in total (ωB97M-V with the def2-TZVPD basis set, the Open Molecules 2025 dataset).

The geometry in XYZ format:
```
81
Properties=species:S:1:pos:R:3:forces:R:3
C 0.94050 3.66470 0.89789 0.8 -0.2 -1.1
O 0.89032 3.07303 2.17245 0.3 -0.2 0.0
C 1.65747 1.85363 2.16325 0.4 0.6 0.5
C 1.73611 1.27354 3.59421 2.0 -0.4 -0.6
C 2.64344 2.08773 4.54569 -1.4 0.7 0.5
N 2.33026 -0.09547 3.57809 -1.2 0.4 -0.4
H 0.24488 4.48503 0.72103 -0.3 -0.2 0.6
H 0.83098 2.91222 0.11695 -0.6 -0.2 -0.1
H 1.92946 4.03855 0.63277 0.4 0.3 0.5
H 1.29887 1.18474 1.38089 -0.6 -0.4 0.3
H 2.66678 2.06504 1.81014 0.4 0.3 0.1
H 0.72094 1.20157 3.98453 0.0 0.0 0.2
H 3.72839 2.03418 4.45563 -0.1 -0.4 -0.6
H 2.40092 1.76764 5.55901 0.2 -0.2 0.1
H 2.36329 3.14104 4.53294 0.1 0.2 -0.2
H 3.21670 -0.08927 3.09405 0.4 0.4 0.1
H 1.74491 -0.58908 2.91945 -0.2 -0.7 -0.1
C 4.21498 -5.19450 -4.39336 -0.9 -0.2 -1.1
O 2.95054 -5.81653 -4.10562 0.9 0.7 0.4
C 1.86086 -4.93145 -3.89522 -0.2 0.0 1.0
C 1.94574 -3.94080 -2.65327 0.9 -2.8 0.1
C 2.23859 -4.71349 -1.34630 0.8 -0.5 -0.2
N 0.68340 -3.28882 -2.47846 -0.3 0.5 -0.4
H 4.06791 -4.48103 -5.20418 -0.1 0.6 0.1
H 4.84053 -5.93950 -4.88504 0.1 -0.3 0.6
H 4.72641 -4.70303 -3.56571 -0.2 -0.2 0.2
H 1.59338 -4.40409 -4.81088 0.3 0.5 -0.2
H 1.02796 -5.61880 -3.74707 -0.2 0.1 0.4
H 2.80695 -3.28425 -2.77720 0.0 0.4 -0.3
H 3.16162 -5.29190 -1.38593 0.4 0.2 -0.4
H 1.54318 -5.50271 -1.06059 -0.7 0.4 -0.2
H 2.39053 -4.02039 -0.51887 -0.3 0.1 0.1
H 0.79784 -2.68831 -1.67447 -0.3 0.3 0.2
H 0.55310 -2.67849 -3.27257 -0.3 0.3 -0.1
C -6.33302 0.99750 1.58266 -0.2 0.4 -0.9
O -4.99394 0.85256 1.91434 0.6 -0.7 1.3
C -4.11938 1.93245 1.65016 -0.3 -1.7 -0.7
C -2.72654 1.56941 2.16323 0.0 1.0 2.3
C -2.72239 1.44558 3.76300 -0.4 -1.7 -1.4
N -1.88783 2.73738 1.85350 -0.7 -0.4 -0.4
H -6.68389 2.00830 1.79072 -0.3 0.1 0.4
H -6.94954 0.22994 2.05049 0.2 0.2 0.4
H -6.47821 0.85597 0.51169 0.0 0.0 -0.4
H -4.13654 2.01995 0.56382 0.4 0.6 -0.3
H -4.47146 2.85268 2.11633 0.0 0.2 0.1
H -2.26644 0.68022 1.73224 -0.5 -0.1 -0.2
H -3.18784 0.50918 4.07060 -0.2 -0.2 -0.1
H -3.29167 2.20875 4.29367 0.4 0.4 -0.3
H -1.68970 1.32530 4.09037 0.0 0.5 0.1
H -0.96513 2.60003 2.24062 0.4 0.1 0.1
H -2.33119 3.42128 2.45001 0.4 0.9 -0.2
C 1.70662 2.88232 -4.82434 0.5 0.0 -0.8
C 0.61294 3.38652 -3.93603 1.0 0.6 0.7
O 0.18112 2.29898 -3.19728 -1.0 -1.5 -0.1
H 1.41555 2.15800 -5.58509 -0.5 0.2 -0.1
H 2.45138 2.34032 -4.24154 0.1 0.3 0.2
H 2.17667 3.73585 -5.31284 0.2 -0.1 -0.1
H -0.16771 3.97322 -4.42023 -0.2 -0.3 -0.3
H 1.09482 4.04410 -3.21250 0.1 0.7 -0.1
H -0.55296 2.49801 -2.61152 -0.1 0.2 0.4
C -0.36139 -3.05107 2.79598 0.1 0.1 0.4
C -0.75868 -1.85427 1.98081 -1.1 -0.1 0.6
O 0.35033 -1.24565 1.44299 1.6 0.2 -0.3
H -1.24231 -3.53123 3.22204 0.0 -0.3 -0.3
H 0.25389 -2.78895 3.65669 0.2 0.2 -0.1
H 0.21747 -3.69149 2.13049 -0.1 -0.4 0.2
H -1.28205 -1.09797 2.56577 -0.4 -0.1 0.4
H -1.44343 -2.18545 1.20007 -0.2 0.0 -0.2
H 0.11563 -0.92161 0.57034 -0.1 0.4 -0.5
O 1.96122 0.94429 -1.58578 1.0 -0.1 0.5
H 1.46671 1.44691 -2.23313 -0.5 0.2 -0.4
H 1.35754 0.25732 -1.30316 -0.3 -0.2 0.0
O -0.55064 -0.23421 -0.90547 1.1 0.2 0.4
H -1.30143 -0.71376 -1.25558 -0.6 -0.3 -0.3
H -0.84823 0.67418 -0.85541 0.0 0.4 -0.1
O -2.79003 -1.19440 -1.62213 -0.6 -0.3 -0.2
H -3.51835 -0.65588 -1.93160 -0.1 0.3 -0.1
H -3.10528 -2.09447 -1.70413 0.1 -0.4 0.0
O -1.53896 2.71129 -0.96764 0.0 -0.3 -1.5
H -1.87886 3.60157 -1.05764 -0.1 0.2 0.1
H -1.53480 2.55024 -0.02410 -0.2 0.4 1.3
```
Positions in Å, forces in eV/Å.

Energy above the lowest of the compared OMol25 structures with the same formula, charge and spin ... 12.48 kcal/mol
Structure (SMILES) ... COC[C@H](C)N.COC[C@H](C)N.COC[C@H](C)N.CCO.CCO.O.O.O.O
E_tot ... -1482.73265 hartree
Frontier orbital gap ... 9.1182 eV

---

Entry 2:
# C16H56BF4N4O10

A cluster of 11 separate species, C16H56BF4N4O10 in total (ωB97M-V with the def2-TZVPD basis set, the Open Molecules 2025 dataset).

The geometry in XYZ format:
```
91
Properties=species:S:1:pos:R:3:forces:R:3
B 10.64238 -2.26422 -2.29964 0.1 -1.2 0.2
F 11.83012 -2.90695 -2.06274 2.1 -1.2 0.0
F 10.69511 -1.11875 -1.61070 -0.5 2.6 1.5
F 10.45509 -2.02862 -3.62428 -0.3 0.3 -2.0
F 9.65304 -3.12593 -1.83869 -1.4 -0.6 0.5
C 9.97356 -3.45240 -11.24574 -1.8 0.1 -1.0
C 10.60462 -2.06975 -11.09140 -1.3 0.0 0.5
C 10.38074 -1.07709 -12.32535 0.7 -1.5 -0.3
O 11.14430 -1.61583 -13.41946 1.1 -0.2 -0.3
C 10.77340 -1.20651 -14.73238 -0.6 -0.5 0.5
N 9.99779 -1.55366 -9.81486 1.3 1.0 -0.7
H 10.14340 -4.09170 -10.37940 0.7 -0.1 -0.3
H 10.02607 -3.95994 -12.20894 0.9 -0.2 0.0
H 8.89656 -3.29818 -11.17965 -0.4 0.2 0.1
H 11.66340 -2.29298 -10.96008 0.2 0.9 0.1
H 10.72385 -0.05097 -12.19332 -0.1 0.0 0.7
H 9.34842 -1.07708 -12.67525 -0.5 0.1 0.5
H 11.43183 -1.52360 -15.54110 0.8 -0.4 0.7
H 10.70935 -0.12682 -14.86761 -0.4 0.2 0.3
H 9.85724 -1.75569 -14.94956 -0.6 0.6 -0.3
H 10.01978 -2.22391 -9.05961 0.0 0.0 -0.2
H 9.06731 -1.16943 -9.89657 0.0 -0.2 -0.3
C 8.54882 -12.50903 -3.16944 -0.6 1.0 0.7
C 8.47864 -11.21543 -3.97025 1.6 0.6 0.0
C 9.70062 -10.21628 -3.89129 0.3 -0.4 0.4
O 9.50673 -9.13187 -4.77056 -0.8 -0.9 -0.3
C 10.33970 -8.01279 -4.58775 -1.7 0.9 0.7
N 8.27282 -11.52828 -5.34478 -0.6 -0.1 -1.1
H 7.61589 -13.01056 -3.42676 0.2 -0.4 0.0
H 8.43686 -12.19825 -2.13070 0.3 -0.4 0.3
H 9.41405 -13.16438 -3.26938 0.0 0.2 -0.3
H 7.58527 -10.70179 -3.61503 0.1 0.3 0.1
H 10.65400 -10.61489 -4.23810 0.1 -1.2 0.2
H 9.90979 -9.88365 -2.87457 -0.4 0.2 0.3
H 10.69505 -7.64008 -5.54842 0.5 -0.3 0.2
H 11.04462 -8.09798 -3.76074 0.5 -0.4 -0.5
H 9.61220 -7.29012 -4.21816 0.4 0.8 0.0
H 8.33111 -10.64138 -5.82447 -0.1 0.0 -0.5
H 9.05033 -12.07860 -5.68051 0.2 -0.2 -0.1
C 2.10427 3.26262 -4.33470 1.1 0.2 1.0
C 2.93478 4.30545 -3.46337 -1.0 -1.2 -2.4
C 4.48176 4.16907 -3.64935 -2.1 0.6 1.0
O 4.96746 2.97193 -3.11569 0.5 -0.5 -0.5
C 5.49322 2.02821 -4.06648 -0.1 0.3 0.9
N 2.50378 5.63282 -3.95035 0.5 0.5 0.2
H 2.37365 2.24593 -4.04855 -0.5 -0.1 0.2
H 2.28509 3.30308 -5.40883 0.3 0.5 -0.1
H 1.05427 3.50948 -4.17769 -0.1 -0.5 0.1
H 2.66133 4.12253 -2.42420 0.1 0.3 0.1
H 4.84211 4.98250 -3.01960 0.6 0.2 -0.4
H 4.61694 4.33951 -4.71742 0.8 -0.2 -0.1
H 4.69859 1.77578 -4.76859 0.3 -0.2 -0.3
H 5.82494 1.16339 -3.49191 -0.4 -0.1 0.0
H 6.41315 2.38381 -4.53057 -0.2 0.4 -0.4
H 1.58963 5.60415 -4.37885 -0.6 -0.3 0.7
H 3.00958 5.83845 -4.80004 0.9 0.2 0.0
C -0.65717 -6.03782 -2.25603 -1.2 1.8 -0.2
C 0.78795 -6.34483 -2.13253 -0.3 -0.8 -1.7
C 1.72037 -5.10962 -2.20342 -0.5 -0.9 0.5
O 3.07285 -5.45809 -1.97319 1.2 0.1 1.0
C 3.63100 -4.94010 -0.71176 -1.4 -0.6 -0.5
N 0.87067 -7.21426 -1.00341 1.6 -0.5 1.3
H -1.34294 -6.87824 -2.36331 0.4 -0.4 -0.1
H -0.81704 -5.38258 -3.11231 -0.2 0.1 -0.1
H -0.99139 -5.51776 -1.35829 -0.1 0.2 0.1
H 0.99224 -6.89839 -3.04901 0.6 -0.2 -0.3
H 1.31817 -4.34919 -1.53403 0.4 0.3 0.2
H 1.67339 -4.75094 -3.23164 -0.2 0.2 0.0
H 3.59282 -3.85376 -0.79239 -0.1 0.0 0.6
H 4.62340 -5.26491 -0.39910 0.4 -0.2 -1.3
H 3.05048 -5.41227 0.08079 -0.6 0.8 0.3
H 0.37900 -8.07862 -1.18013 -0.6 0.1 -0.1
H 1.81919 -7.55853 -0.95968 0.5 0.1 0.4
O 6.40704 -3.69400 -4.34154 -0.2 0.0 -0.3
H 5.94532 -4.04629 -3.58067 -0.1 -0.1 0.2
H 7.32860 -3.69089 -4.08281 0.4 0.1 0.1
O 13.28921 -0.00987 -5.74882 0.3 0.2 -0.3
H 12.54135 0.32552 -5.25440 -0.2 0.0 0.2
H 13.10719 -0.94353 -5.85543 -0.1 -0.2 0.1
O 10.64489 -5.23775 1.31063 -0.1 -0.2 0.4
H 10.25866 -4.86737 0.51699 -0.1 0.3 -0.4
H 11.58372 -5.27206 1.12717 0.2 0.1 -0.1
O 13.10911 2.84842 0.95811 0.1 0.3 0.2
H 12.16232 2.72054 1.01687 -0.3 0.0 -0.1
H 13.47048 1.96219 0.94286 0.1 -0.4 -0.2
O 14.11164 -0.80045 0.41100 0.3 0.3 0.2
H 13.39391 -1.25303 -0.03201 -0.4 -0.2 -0.4
H 14.06527 -1.10610 1.31691 0.0 -0.1 0.2
O 8.81825 3.17819 -0.08382 0.2 0.2 0.2
H 8.50612 2.41457 0.40164 0.0 -0.3 0.1
H 8.21109 3.25960 -0.81933 -0.1 0.0 -0.2
```
Positions in Å, forces in eV/Å.

Total charge ... -1
Energy above the lowest of the compared OMol25 structures with the same formula, charge and spin ... 102.53 kcal/mol
E_tot ... -2039.07766 hartree
Frontier orbital gap ... 9.5179 eV